The following is a DFT calculation (wB97M-V/def2-TZVPD) of a cluster of 11 separate species, C15H52N6O11 in total in a non-equilibrium geometry.

Cartesian coordinates (Å):
N 0.28476 -0.23097 0.31657
C 0.66457 0.83089 -0.36024
N -0.11258 1.81537 -0.52568
O 1.88477 0.82596 -0.99370
H 0.91546 -1.02363 0.20012
H -0.69831 -0.30701 0.63635
H 0.41140 2.60951 -0.82740
H -1.17348 1.90271 -0.16508
N -2.80520 0.19966 0.98730
C -2.68173 1.48931 1.07696
N -2.65683 2.11046 -0.08639
O -2.43699 2.17741 2.25746
H -3.02211 -0.35774 1.82922
H -2.88493 -0.28605 0.04462
H -2.74753 3.11578 0.08133
H -3.24367 1.81706 -0.91188
N -1.11772 0.66201 -2.73598
C -1.32037 1.58443 -3.64249
N -1.72248 1.14670 -4.84001
O -1.25927 2.97250 -3.36278
H -0.65390 1.02728 -1.91484
H -0.77618 -0.15922 -3.22195
H -1.86406 1.87643 -5.53646
H -1.73673 0.16970 -5.14179
C 1.59541 4.43580 2.44872
C 0.40732 3.73878 1.90614
O -0.67049 4.05850 2.79797
H 1.63718 5.53595 2.27818
H 2.54894 4.12162 2.05084
H 1.60647 4.44215 3.51115
H 0.51632 2.65389 1.83920
H 0.18709 4.01005 0.85172
H -1.25544 3.29598 2.80582
C -2.83503 -3.29578 -0.90941
C -1.91959 -2.33271 -1.62809
O -2.49433 -1.13374 -1.40375
H -2.88137 -3.09694 0.15450
H -2.61345 -4.33104 -1.19902
H -3.86109 -2.99735 -1.21859
H -1.90984 -2.33452 -2.68515
H -0.87069 -2.30702 -1.36979
H -2.13216 -0.42036 -1.99724
C 0.00250 -3.00788 2.29410
C -0.18442 -4.31176 1.57192
O -1.23345 -4.97891 2.19771
H -0.85307 -2.34276 2.12896
H 0.81981 -2.40324 1.88249
H 0.11284 -3.23786 3.47394
H 0.80065 -4.79046 1.48821
H -0.52725 -4.06360 0.56036
H -1.68440 -5.62356 1.61878
C 3.56077 -1.50423 0.77589
C 3.11359 -2.38858 -0.35189
O 1.74776 -2.46752 -0.52808
H 4.56459 -1.57028 1.11044
H 2.94491 -1.82684 1.58862
H 3.52664 -0.48347 0.41994
H 3.49230 -3.40628 -0.29932
H 3.41919 -1.87039 -1.26211
H 1.53738 -2.88784 -1.38042
C 2.54408 0.75119 3.25814
O 1.33478 -0.00558 3.27147
H 3.35047 0.03236 3.29510
H 2.61075 1.39979 4.14061
H 2.67066 1.29777 2.35041
H 0.96147 0.09773 2.35533
C 1.21868 -1.18783 -3.95513
O -0.04414 -1.26666 -4.62281
H 1.06841 -1.13752 -2.92297
H 1.77334 -0.30913 -4.34488
H 1.90480 -2.06981 -4.15253
H 0.13026 -1.83935 -5.45147
C -1.35969 0.12920 4.27710
O -2.45418 0.07708 5.23361
H -1.66651 0.04456 3.27674
H -0.78656 -0.73200 4.63944
H -0.71992 1.03678 4.20154
H -2.96912 -0.75478 5.24156
C 2.16246 2.82068 -3.20708
O 1.17889 3.52641 -2.49872
H 2.87546 2.35962 -2.56080
H 2.70186 3.50997 -3.89052
H 1.72478 2.00503 -3.74771
H 0.32654 3.36813 -2.87241

Atomic forces in eV per Å
N -1.0846 -1.3746 1.2273
C 7.8239 -2.0290 -2.8030
N -3.8078 2.9185 0.9908
O -4.5595 -0.3279 2.7514
H -0.6144 -0.1611 0.0261
H 1.1870 -0.1667 -0.2179
H 0.0177 1.0218 -0.7776
H 3.1931 0.1006 -1.1864
N -0.8948 -3.4082 0.1998
C 0.7057 2.8913 7.8763
N -2.1558 3.0253 -2.7612
O -1.7201 -3.7852 -6.1951
H 0.4008 0.7400 -0.7473
H 0.0849 0.4310 1.2410
H 0.2326 -0.1854 -0.3334
H 0.9678 0.0887 1.4285
N 0.3912 -1.3533 -0.0677
C -1.0658 7.8194 -0.5066
N -0.1908 0.8767 -1.2161
O -0.5800 -7.0572 -1.4923
H 0.5609 0.1173 0.3867
H 0.2581 -0.3274 0.5552
H 0.0586 -0.4592 0.3228
H 0.2157 0.7206 0.5041
C 1.2446 1.9309 -0.5559
C -1.1859 0.0514 0.0076
O 0.6955 0.2138 -0.4963
H -0.6250 -0.5431 -0.4457
H 0.2689 -0.5599 -0.0846
H 0.0525 -0.7675 1.0331
H 0.3331 -0.1437 0.4175
H 0.0110 0.3943 0.4956
H -0.4648 -0.0158 -0.1431
C -0.5355 -0.2363 -1.1336
C 0.3029 -0.8732 -0.0982
O -1.3830 4.3149 0.9340
H 0.6596 -0.3505 0.3591
H -0.2590 0.1380 0.5394
H 0.5568 -0.6042 -0.2127
H -0.0581 -1.6661 -1.5799
H 0.5530 -0.4717 0.8188
H -0.4256 -0.6621 0.6080
C 0.1419 0.2711 2.3510
C 0.0340 1.3630 -1.2761
O -0.8128 -1.4203 0.5203
H -0.2885 -0.3084 0.4152
H 0.2198 -0.6040 0.5434
H -0.0831 0.8610 -2.7750
H -0.3968 -0.6633 0.2538
H 0.4200 -0.0859 -0.2615
H 0.6709 0.5443 0.3186
C -0.9079 -0.1040 -0.4507
C 2.4342 0.1693 -1.9126
O -2.7177 -0.3995 0.3849
H 1.1480 -0.9533 -0.0579
H -0.5162 0.7915 1.0496
H -0.9909 0.4462 0.4953
H 0.4947 -0.0907 0.0642
H 0.9895 -0.4382 -0.2651
H 0.3181 0.2998 0.6403
C 0.0353 -0.7876 0.8267
O -0.5088 0.5803 -1.5746
H 0.5689 -0.0872 0.1642
H -0.1634 -0.0287 -0.2856
H -0.0498 0.6862 -0.5903
H 0.3279 -0.3408 1.2873
C 1.9194 -0.3703 -2.1658
O 0.6295 -2.1576 -2.1628
H -0.1876 0.4245 1.6830
H -0.2944 -0.3180 0.5982
H -1.0207 0.6992 0.1103
H -0.7563 1.5169 1.9855
C 0.3974 -1.4462 2.0227
O -0.5885 1.2846 -0.1232
H -0.6679 -0.5999 -1.3016
H 0.7503 0.3735 -0.9747
H -0.9276 -0.3323 1.2690
H 1.0059 0.6073 -0.5400
C 0.2356 0.9930 -0.6254
O 1.5627 0.5319 1.2869
H 0.4035 -0.1003 0.7611
H -0.2820 -0.4160 0.0858
H -0.3079 -0.4950 -0.6984
H -1.4042 -0.1612 -0.7451

Output
Electronic energy   -1758.70216 Eh
Net charge   0
LUMO energy   -0.01466 hartree
2S+1   1
Relative energy (zero: lowest compared OMol25 entry of this formula, charge and spin)   8.163 eV
Maximum force   8.555 eV/Å